Here is C37H75AlF2N7O2P2Si as an isolated structure in a non-equilibrium geometry from the Open Molecules 2025 dataset. Energies are from ωB97M-V with the def2-TZVPD basis set.

Geometry as XYZ:
```
127
C37H75AlF2N7O2P2Si, DFT ωB97M-V with the def2-TZVPD basis set
C 0.8707 -4.1613 2.0640
C 1.8912 -5.3421 1.5718
C 2.0147 -5.4491 -0.0304
C 3.4331 -4.9787 -0.6354
C 3.0981 -3.8444 -1.7598
C 4.3645 -2.9279 -2.1449
Al 4.6582 -1.2848 -0.9600
N 6.4191 -1.5182 -0.1470
C 4.8245 0.4908 -2.0441
C 5.1316 1.6641 -0.9664
C 3.8523 2.3253 -0.3332
C 3.9219 3.4326 0.7476
C 5.3483 3.8893 1.1936
C 6.6226 3.2562 0.5422
C 6.5504 2.1343 -0.5582
C 7.8771 1.5055 -1.2268
C 3.3213 -1.1304 0.6138
F 3.7251 -0.1823 1.6266
F 3.3542 -2.4477 1.2755
C 1.8771 -0.8303 -0.0188
C 0.9947 0.2524 0.7866
Si -0.3339 0.9243 -0.4212
C -0.0332 2.7227 -1.0193
C -2.0918 0.8676 0.4148
C -0.5181 -0.1459 -2.0316
C -1.2319 -1.5246 -2.0777
C -1.4077 -2.3604 -3.3974
C -0.8201 -1.8297 -4.7530
C -0.0946 -0.4497 -4.7360
C 0.0628 0.3657 -3.4083
H 0.7370 -3.4421 1.1754
H 1.4375 -3.5433 2.8621
H -0.1099 -4.5665 2.4808
H 1.3839 -6.3258 1.9212
H 2.8913 -5.2956 2.1242
H 1.1421 -4.8738 -0.4918
H 1.8799 -6.5575 -0.3001
H 4.1878 -4.6195 0.1408
H 3.9119 -5.8935 -1.1565
H 2.1593 -3.2459 -1.5120
H 2.8394 -4.4557 -2.7133
H 4.1873 -2.5722 -3.2353
H 5.3485 -3.5374 -2.1824
H 7.0602 -1.3175 -0.9474
H 6.4954 -2.5417 0.0040
H 3.8435 0.7914 -2.5475
H 5.7225 0.4212 -2.7458
H 2.8224 1.9580 -0.6477
H 2.9472 3.8390 1.1772
H 5.3947 4.6857 2.0210
H 7.6420 3.6323 0.9182
H 7.6694 0.5456 -1.8107
H 8.6820 1.3286 -0.4233
H 8.3542 2.2373 -1.9890
H 1.2177 -1.7673 -0.1372
H 2.0763 -0.3733 -1.0659
H 0.4440 -0.3012 1.6432
H 1.5873 1.1398 1.1913
H -0.9965 3.0768 -1.5497
H 0.1613 3.4666 -0.1749
H 0.8087 2.7848 -1.8115
H -2.2441 -0.1977 0.8172
H -2.8292 1.1157 -0.4375
H -2.0666 1.6679 1.2285
H -1.6616 -1.9836 -1.1122
H -1.9618 -3.3616 -3.4238
H -0.8935 -2.4078 -5.7385
H 0.3139 -0.0627 -5.7283
H 0.6360 1.3571 -3.5057
O 0.7301 5.9880 1.9858
P -0.1504 6.9708 2.7828
N -1.5423 6.5655 1.8520
C -2.5587 7.4172 1.2718
C -2.0957 5.2392 2.1339
N 0.6909 8.3511 2.1187
C 0.2104 9.1014 0.9653
C 2.1268 8.1196 1.8801
N -1.1109 8.0722 3.7768
C -2.0452 7.4466 4.7091
C -1.3228 9.4991 3.6683
H -3.2562 7.8236 2.0133
H -3.1598 6.8662 0.5407
H -2.1490 8.2390 0.6936
H -2.6112 5.2162 3.1002
H -1.3053 4.4840 2.1597
H -2.8027 4.9105 1.3665
H 0.1277 8.4747 0.0705
H 0.8885 9.9300 0.7330
H -0.7410 9.5934 1.1502
H 2.2967 7.5760 0.9435
H 2.5879 7.5662 2.6970
H 2.6651 9.0763 1.8014
H -3.0253 7.2881 4.2496
H -2.1907 8.0482 5.6116
H -1.6616 6.4791 5.0443
H -2.0406 9.7459 2.8806
H -0.3953 10.0496 3.5074
H -1.7285 9.9168 4.5976
O -3.7670 -3.9075 -1.5365
P -4.7178 -4.7322 -0.6472
N -3.5880 -6.0284 -0.5458
C -3.7931 -7.4567 -0.6616
C -2.4187 -5.7531 0.2953
N -5.8421 -4.9629 -1.9658
C -5.8527 -6.1517 -2.8087
C -5.9301 -3.8153 -2.8856
N -5.8347 -5.5953 0.4162
C -5.4490 -5.6761 1.8228
C -6.9550 -6.4570 0.1080
H -4.2748 -7.8964 0.2193
H -2.8398 -7.9789 -0.7946
H -4.3598 -7.7374 -1.5434
H -2.6779 -5.7637 1.3594
H -1.9937 -4.7722 0.0657
H -1.6131 -6.4760 0.1371
H -4.9027 -6.2924 -3.3359
H -6.6471 -6.0858 -3.5606
H -6.0966 -7.0559 -2.2574
H -5.1017 -3.8106 -3.6038
H -5.9365 -2.8675 -2.3493
H -6.8632 -3.8568 -3.4679
H -4.8469 -6.5672 2.0234
H -6.3183 -5.7017 2.4870
H -4.8682 -4.7960 2.1119
H -6.6294 -7.4567 -0.1938
H -7.6098 -6.0363 -0.6560
H -7.6075 -6.5945 0.9786
```

The HOMO energy comes out at -4.36 eV. The largest force on an atom comes out at 8.28 eV/A. Its total charge is -1. As for the spin multiplicity: 1.

Results of the Mulliken charge analysis, in e, for atoms 1 through 4: -0.39 -0.62 -0.41 -0.67